# 1
Below is C6H18N3P in the gas phase in a non-equilibrium geometry, with properties calculated with ωB97M-V/def2-TZVPD.

Structure (ORCA input):
```
! RIJCOSX wB97M-V def2-TZVPD def2/J DEFGRID3
* xyz 0 1
C 0.36716 2.04985 1.21176
P 0.07929 0.69639 0.22402
N -0.71231 1.28413 -1.12625
C -0.68291 0.58246 -2.33699
N -1.00584 -0.44248 0.87609
C -0.66190 -1.13517 2.09521
C -2.30414 0.06010 0.92389
N 1.23663 -0.49029 -0.22397
C 2.60035 0.03415 -0.47238
C 0.88954 -1.75428 -0.77152
H 0.88209 1.86267 2.12923
H 0.89788 2.70226 0.66279
H -0.93174 2.27649 -1.10149
H -0.78901 -0.39101 -2.05829
H -1.41306 0.87010 -2.95263
H 0.18566 0.88038 -2.83218
H 0.42831 -1.45144 2.24085
H -0.94826 -0.71399 2.99405
H -1.04418 -2.10197 2.13310
H -2.90827 0.08370 -0.04885
H -3.01333 -0.53677 1.63488
H -2.44043 1.06144 1.37218
H 2.48032 1.19609 -0.34547
H 3.35980 -0.48063 0.01369
H 2.82997 -0.07518 -1.46565
H -0.03295 -1.98950 -0.38639
H 0.93856 -1.72690 -1.83958
H 1.71276 -2.35059 -0.55008
*
```

As for the LUMO energy: 0.0316 Ha. As for the HOMO energy: -0.27314 Ha. The structure (SMILES) is C=P(NC)(N(C)C)N(C)C. The energy above the lowest of the compared OMol25 structures with the same formula, charge and spin comes out at 40.5 kJ/mol. The energy comes out at -20269.9393 eV.

Mulliken population analysis, charges in e, atoms 1 to 4: atom 1 (C): -1.6550, atom 2 (P): 0.5822, atom 3 (N): -0.2451, atom 4 (C): -1.0501



# 2
Below is 2 unconnected molecules or ions with the total composition C6H18N3S in a non-equilibrium geometry, with properties calculated with ωB97M-V/def2-TZVPD.

Structure (ORCA input):
```
! RIJCOSX wB97M-V def2-TZVPD def2/J DEFGRID3
* xyz 1 1
C 2.07477 -1.34337 -0.13535
C -0.31442 -0.59122 2.70508
C 0.26861 2.69940 -0.94473
C -0.43295 -1.17086 -2.36304
C 0.69341 -0.80028 0.43906
C 0.27509 0.33874 -0.50673
N 0.78444 -0.19579 1.83153
N 0.49430 1.56635 -0.09081
N -0.07379 0.05822 -1.77148
S -2.65665 0.64924 0.17929
H 2.83114 -0.66526 0.34703
H 2.09475 -1.30625 -1.32046
H 2.36832 -2.46774 0.06562
H -0.43852 -1.60783 2.81413
H 0.01304 -0.17858 3.65018
H -1.30499 -0.12181 2.42702
H 0.71664 2.44046 -1.89175
H -0.74158 2.91364 -1.05642
H 0.49131 3.61982 -0.41802
H -1.53675 -1.40961 -2.30305
H -0.18253 -1.04723 -3.40432
H 0.08103 -2.07814 -2.02559
H -0.02900 -1.62506 0.41287
H -3.52603 1.23885 0.96599
H 0.64290 1.60929 0.91675
H -0.20316 0.88306 -2.41588
H 1.61964 -0.61324 2.29636
H -3.21725 -0.22778 -0.58743
*
```

As for the LUMO energy: -0.0942 Ha. As for the HOMO energy: -0.48622 Ha. The energy above the lowest of the compared OMol25 structures with the same formula, charge and spin comes out at 208.9 kJ/mol. The energy comes out at -21812.2739 eV.

Mulliken population analysis, charges in e, atoms 1 to 4: atom 1 (C): -1.3089, atom 2 (C): -0.8974, atom 3 (C): -1.0822, atom 4 (C): -0.9483



# 3
Below is C6H18N4 in the gas phase in a non-equilibrium geometry, with properties calculated with ωB97M-V/def2-TZVPD.

Structure (ORCA input):
```
! RIJCOSX wB97M-V def2-TZVPD def2/J DEFGRID3
* xyz 0 1
C -2.57745 -0.73908 0.44520
C -1.35117 -0.04454 1.04496
N -0.39192 0.10365 -0.08081
C -0.48980 1.29542 -0.90701
C -1.38421 1.11863 -2.17370
N 1.12447 0.05852 0.43764
C 1.59629 -1.33173 0.52215
C 1.45164 -2.04484 -0.84411
N 1.18556 0.75182 1.63157
N 2.24404 1.78932 1.54632
H -2.22970 -1.57334 -0.11493
H -3.24011 -1.07657 1.29641
H -2.99707 -0.00514 -0.07207
H -1.33413 1.04861 1.52429
H -0.86007 -0.77303 1.82046
H 0.54487 1.42089 -1.24214
H -0.78002 2.19020 -0.33421
H -1.63568 1.94933 -2.83036
H -0.65847 0.57841 -2.82621
H -2.22112 0.53155 -1.79806
H 1.12324 -1.97930 1.42843
H 2.72311 -1.16420 0.68921
H 2.37117 -1.69769 -1.38411
H 1.47489 -3.17572 -0.81080
H 0.59862 -1.50133 -1.30940
H 1.02589 0.31796 2.47903
H 2.82150 1.39072 0.84500
H 1.86564 2.56147 1.01727
*
```

As for the LUMO energy: 0.0395 Ha. As for the HOMO energy: -0.30758 Ha. The structure (SMILES) is CCN(CC)N(CC)NN. The energy above the lowest of the compared OMol25 structures with the same formula, charge and spin comes out at 501.6 kJ/mol. The energy comes out at -12469.1599 eV.

Mulliken population analysis, charges in e, atoms 1 to 4: atom 1 (C): -1.5513, atom 2 (C): -0.3666, atom 3 (N): 0.5282, atom 4 (C): -0.8237



# 4
Below is a molecular structure, C6H18N4 in a non-equilibrium geometry, with properties calculated with ωB97M-V/def2-TZVPD.

Structure (ORCA input):
```
! RIJCOSX wB97M-V def2-TZVPD def2/J DEFGRID3
* xyz 2 1
C 0.49290 0.50377 1.51828
C 2.04518 -1.26904 -1.57427
C 0.63219 -1.57912 -2.01054
C -0.45695 -1.21323 -1.09198
C -0.69367 0.33909 -1.03014
C -1.03880 0.81244 0.36065
N 1.66308 0.22423 1.01617
N -2.02268 0.11136 1.03747
N 0.24901 0.45869 2.79537
N -1.27699 2.31907 0.49395
H 2.68008 -1.88405 -2.11341
H 2.13896 -0.24048 -1.51136
H 2.26995 -1.61102 -0.51650
H 0.42002 -1.14125 -2.99418
H 0.57485 -2.71497 -2.21319
H -1.50994 -1.54722 -1.25031
H -0.19274 -1.60961 -0.09912
H 0.14940 0.80718 -1.39598
H -1.51922 0.58066 -1.73749
H 1.78450 -0.13297 0.01745
H 2.47379 -0.12629 1.61706
H -2.30033 0.43762 1.95210
H -2.65926 -0.59774 0.73079
H -0.73631 0.67567 3.10311
H 0.91567 0.11555 3.47915
H -1.78891 2.82770 1.35309
H -1.86696 2.55540 -0.32926
H -0.42682 2.89855 0.39307
*
```

As for the LUMO energy: -0.2645 Ha. As for the HOMO energy: -0.66426 Ha. The energy above the lowest of the compared OMol25 structures with the same formula, charge and spin comes out at 206.6 kJ/mol. The energy comes out at -12456.1033 eV.

Mulliken population analysis, charges in e, atoms 1 to 4: atom 1 (C): 0.5506, atom 2 (C): -1.4784, atom 3 (C): -0.3965, atom 4 (C): -0.7604



# 5
Below is a molecular structure, C6H18N4O15V in a non-equilibrium geometry, with properties calculated with ωB97M-V/def2-TZVPD.

Structure (ORCA input):
```
! RIJCOSX wB97M-V def2-TZVPD def2/J DEFGRID3
* xyz -1 3
V 0.18739 -0.13214 -0.24112
N 3.53620 -0.81201 0.07960
O 2.34238 -0.47199 -0.15648
O 4.10364 -0.43465 1.10990
O 4.14216 -1.55729 -0.71196
N -2.00117 2.30995 -1.42105
O -1.38235 1.22725 -1.09995
O -2.93520 2.69319 -0.73066
O -1.64463 2.90360 -2.45736
N -1.52962 1.06812 2.37001
O -2.43997 1.70283 1.86372
O -1.44449 0.81187 3.57421
O -0.57916 0.60759 1.61089
N -2.59903 -2.06642 -0.28716
O -3.26321 -1.62579 0.64670
O -1.48015 -1.47597 -0.55659
O -2.93091 -3.01153 -0.98688
C -0.58108 -3.79524 2.42653
C -0.21209 -2.30073 2.41246
O 0.50614 -1.87743 1.27741
H 0.30853 -4.41835 2.32000
H -1.34458 -3.94578 1.66510
H -1.00101 -4.05587 3.39874
H 0.34549 -2.02854 3.31626
H -1.12583 -1.72309 2.55037
H 1.38609 -2.26667 1.33751
C -0.68484 0.33476 -4.22356
C -0.07624 -0.76864 -3.37373
O 0.69853 -0.19775 -2.30000
H -0.19172 1.29890 -4.11332
H -1.73806 0.48820 -3.99770
H -0.62887 0.03107 -5.27236
H 0.51915 -1.42705 -4.01164
H -0.85212 -1.43754 -3.00590
H 1.49464 0.16053 -2.70406
C 1.17127 3.62515 1.62033
C 1.74767 2.36444 1.05089
O 1.04533 1.86506 -0.10476
H 0.11924 3.52311 1.88814
H 1.34965 4.50388 1.00247
H 1.65869 3.78277 2.58677
H 1.98518 1.56975 1.75803
H 2.78885 2.49025 0.72061
H 1.23011 2.46820 -0.83039
*
```

As for the LUMO energy (spin up / spin down): 0.0310 / 0.0703 Ha. As for the HOMO energy (spin up / spin down): -0.23046 / -0.23089 Ha. As for the expectation value of S²: 2.01. The energy comes out at -68862.8795 eV.

Mulliken population analysis, charges in e, atoms 1 to 4: atom 1 (V): 1.2296, atom 2 (N): 0.5411, atom 3 (O): -0.3895, atom 4 (O): -0.5608



# 6
Below is a molecular structure, C6H18N4Zr, with properties calculated with ωB97M-V/def2-TZVPD.

Structure (ORCA input):
```
! RIJCOSX wB97M-V def2-TZVPD def2/J DEFGRID3
* xyz 4 1
Zr 0.00842 -0.04633 0.11799
N 2.00429 0.13368 -0.82454
C 2.44815 1.54582 -0.39303
C 1.30048 2.51989 -0.61861
N 0.00599 2.06461 0.10220
C -0.06090 2.49369 1.59404
C 0.53898 1.47624 2.56435
N -0.05015 0.07459 2.31536
C -1.27074 2.50253 -0.65396
C -2.41236 1.53469 -0.38294
N -1.98482 0.11946 -0.82365
H 2.02275 0.07892 -1.85640
H 2.72599 -0.55154 -0.54301
H 2.79062 1.48039 0.64088
H 3.31675 1.83927 -0.99048
H 1.55756 3.52754 -0.28246
H 1.05356 2.58444 -1.68085
H 0.46241 3.44879 1.68699
H -1.11296 2.67525 1.81999
H 1.62464 1.38572 2.50588
H 0.30612 1.77676 3.59046
H 0.49492 -0.62041 2.85358
H -0.98864 0.01310 2.74304
H -1.52628 3.52516 -0.36188
H -1.01853 2.52188 -1.71699
H -2.71479 1.47664 0.66681
H -3.30439 1.82362 -0.94761
H -2.70162 -0.56528 -0.52816
H -2.02004 0.06400 -1.85488
*
```

As for the LUMO energy: -0.6836 Ha. As for the HOMO energy: -1.03091 Ha. The energy comes out at -13706.5921 eV.

Mulliken population analysis, charges in e, atoms 1 to 4: atom 1 (Zr): 1.9793, atom 2 (N): -0.6465, atom 3 (C): -0.5412, atom 4 (C): -0.4333